Molecular formula: C39H107N9O10
Method: DFT, ωB97M-V with the def2-TZVPD basis set

The geometry in XYZ format:
```
165
Properties=species:S:1:pos:R:3:forces:R:3
C -6.015 3.567 0.979 -0.7404 0.2702 0.7054
O -5.367 3.410 -0.245 -0.0322 0.1557 -0.1162
C -4.009 3.573 -0.051 1.7129 -0.5688 0.9822
C -3.274 3.789 -1.325 0.9494 0.7425 -0.1406
C -3.468 2.622 -2.232 0.0222 -0.6623 -1.1336
N -1.838 3.892 -1.020 -0.5320 -0.1442 1.7890
H -5.938 2.688 1.640 0.2699 0.1377 -0.1943
H -7.069 3.700 0.757 -0.1700 0.1395 0.0934
H -5.619 4.462 1.512 -0.3776 -0.4886 -0.1894
H -3.773 4.430 0.600 -0.3172 -0.0149 0.1233
H -3.535 2.684 0.428 -0.3854 0.2049 0.0458
H -3.638 4.775 -1.696 -0.0789 -0.7770 -0.5495
H -3.054 1.651 -1.904 0.0391 0.6813 0.5178
H -2.969 2.814 -3.176 -0.0750 0.0516 -0.4162
H -4.513 2.425 -2.410 -0.4589 0.1222 -0.2618
H -1.216 4.144 -1.754 0.1936 0.4549 -0.9121
H -1.661 4.577 -0.272 -0.0215 -0.4251 -0.4503
C -3.908 0.742 3.109 0.0980 -0.2387 -0.7028
O -4.587 -0.430 3.546 0.3477 -0.3222 -0.2910
C -3.793 -1.614 3.360 0.3714 -0.5098 -0.1170
C -4.449 -2.858 3.981 0.1793 0.9085 -1.0315
C -3.540 -4.027 3.648 -0.7311 -0.8009 -0.3691
N -5.797 -3.074 3.439 -0.4822 -0.5774 -1.1509
H -4.488 1.665 3.261 -0.0348 -0.5587 0.6543
H -3.751 0.761 2.006 0.1234 -0.4436 0.3418
H -2.932 0.744 3.595 0.0374 0.5253 -0.1138
H -3.670 -1.911 2.273 -0.2283 0.8186 0.8148
H -2.752 -1.539 3.780 -0.8178 0.4691 -0.2125
H -4.519 -2.812 5.059 -0.1063 0.4337 0.3694
H -2.660 -4.104 4.289 -0.0970 0.0922 -0.0592
H -3.270 -4.066 2.581 0.0386 0.3046 0.4701
H -4.182 -4.899 3.790 0.3122 -0.3693 0.2932
H -6.271 -2.215 3.140 0.5104 -0.1829 0.5099
H -5.775 -3.654 2.575 0.2440 0.4612 0.9153
C 4.972 -3.023 -4.131 -1.1934 -1.8398 0.8037
O 4.869 -2.556 -2.780 0.4123 0.1670 -0.7167
C 5.131 -1.148 -2.678 -2.2057 -0.9590 -0.1700
C 4.997 -0.744 -1.213 1.0812 0.9049 -0.6382
C 5.020 0.839 -1.170 -0.1437 -1.1928 0.6966
N 6.161 -1.278 -0.458 -0.1461 0.0525 -0.0448
H 4.129 -2.721 -4.809 0.7230 0.2301 0.7178
H 4.868 -4.141 -4.011 0.1896 1.0583 -0.4085
H 5.936 -2.814 -4.569 0.3303 0.2978 -0.1701
H 6.075 -0.947 -3.158 0.6603 0.4408 0.1612
H 4.324 -0.687 -3.263 0.1617 0.4418 -0.0708
H 4.029 -1.146 -0.821 0.8505 0.2886 -0.1570
H 5.045 1.150 -0.119 -0.1929 -0.0108 -0.1402
H 4.129 1.274 -1.659 0.5738 -0.1975 0.1014
H 5.960 1.214 -1.597 -0.3453 -0.0779 -0.2337
H 6.186 -2.313 -0.504 0.0847 1.0165 -0.1708
H 7.027 -0.883 -0.882 -0.8621 -0.6562 0.4655
C -5.813 -0.727 -1.655 -0.5647 0.2033 0.6741
O -4.771 -1.664 -1.799 -0.1805 -0.2021 0.0247
C -4.254 -2.106 -0.551 -0.5519 0.4773 -0.3198
C -3.198 -3.137 -0.798 0.8046 -0.8101 0.0906
C -3.804 -4.414 -1.419 -2.1902 0.7191 0.1823
N -2.633 -3.490 0.539 -0.4883 -1.0233 -1.1811
H -6.029 -0.275 -2.620 0.0726 -0.1956 -0.1857
H -5.455 0.096 -1.004 -0.4325 -0.2352 0.0017
H -6.791 -1.163 -1.255 1.3143 0.3717 -0.2779
H -3.902 -1.223 0.019 0.0596 -0.4312 -0.0904
H -5.018 -2.613 0.038 -0.4257 0.1595 0.2189
H -2.431 -2.710 -1.448 -0.0398 -0.0808 -0.2578
H -3.124 -5.196 -1.652 0.9382 -0.5838 0.2038
H -4.400 -4.288 -2.364 0.6827 0.5410 0.8062
H -4.570 -4.773 -0.680 0.7521 -0.0377 -0.4981
H -2.014 -4.294 0.449 -0.2152 -0.0596 -0.0947
H -2.037 -2.776 0.884 0.4488 1.0584 0.2592
C 2.383 3.043 -5.769 -0.7020 0.0209 -1.5337
O 2.629 3.812 -4.634 -0.0270 0.2812 0.1318
C 1.447 3.994 -3.895 -1.2289 0.0161 0.9600
C 1.774 4.885 -2.675 -0.7360 0.3047 0.5120
C 2.538 4.104 -1.603 1.0595 0.6732 -1.4729
N 0.588 5.513 -1.940 1.1387 -0.8408 -0.4999
H 1.636 3.559 -6.468 0.8741 -0.6474 0.8212
H 2.007 2.042 -5.538 -0.3422 0.0161 0.2750
H 3.303 2.848 -6.325 0.0892 0.4792 0.1693
H 0.629 4.481 -4.493 0.6501 -0.3510 0.1634
H 1.076 2.991 -3.563 0.0168 0.5816 -0.1326
H 2.384 5.678 -3.108 0.3451 0.0545 0.1736
H 1.963 3.322 -1.166 -0.7695 -0.3393 0.6713
H 3.016 4.776 -0.901 -0.3191 0.0843 0.5363
H 3.378 3.621 -2.084 0.3032 -0.2510 -0.3050
H 1.022 5.876 -1.082 -0.6061 -0.0922 -0.3408
H 0.163 6.297 -2.425 0.2881 -0.0418 -0.1696
C -2.397 -0.838 -4.366 -0.6692 -0.0843 0.3333
O -1.286 -1.281 -3.579 -0.6324 -0.1710 -0.6630
C -0.852 -2.581 -3.968 0.6720 0.3685 -0.6710
C 0.401 -2.907 -3.137 -1.8048 0.9016 -0.6816
C 1.511 -1.992 -3.521 0.8685 1.5762 -0.6796
N 0.837 -4.237 -3.295 -0.3128 -1.1054 1.2170
H -3.293 -1.486 -4.195 0.5190 0.5552 0.2397
H -2.246 -0.875 -5.454 0.5832 -0.0358 0.1342
H -2.616 0.218 -4.103 0.1097 -0.7761 0.0511
H -1.641 -3.333 -3.894 -0.1408 -0.0236 0.3935
H -0.565 -2.537 -5.036 -0.0313 -0.1033 0.0891
H 0.020 -2.722 -2.116 0.5918 0.0454 0.0796
H 1.235 -0.919 -3.487 0.0713 -0.4707 0.0832
H 1.913 -2.198 -4.562 -0.6461 0.0149 1.1318
H 2.318 -2.158 -2.815 0.4517 0.1013 0.0207
H 1.796 -4.351 -3.016 0.3364 -0.4726 -0.1978
H 0.594 -4.695 -4.135 -0.0358 -0.3280 -0.8801
C 2.576 4.940 5.717 -0.4677 -0.9905 -0.7579
O 2.276 5.874 4.695 -0.7897 -0.0769 -0.1771
C 1.119 5.506 3.857 1.9165 0.7753 2.0051
C 1.382 4.303 3.033 -0.5840 -1.2244 -0.5271
C 2.646 4.372 2.227 -0.2116 0.4831 -0.3967
N 0.226 4.176 2.148 0.5177 0.7414 -0.2683
H 1.698 4.621 6.290 -0.2985 0.2415 -0.0591
H 3.272 5.351 6.436 0.3070 0.2565 -0.2266
H 2.962 4.003 5.262 0.2153 0.4235 0.3834
H 0.289 5.347 4.537 -0.4732 -0.0829 0.0744
H 0.942 6.382 3.262 -0.1203 0.3418 -0.4306
H 1.438 3.426 3.688 0.1431 0.0329 0.2228
H 2.846 3.496 1.639 -0.0528 -0.6374 -0.1389
H 3.512 4.640 2.776 0.7916 -0.1578 1.0311
H 2.573 5.187 1.542 -0.3482 0.6814 -0.8064
H -0.643 4.254 2.644 -0.2812 -0.4291 -0.0365
H 0.285 3.409 1.499 -0.3025 -0.4137 0.0080
C 3.293 -0.829 3.214 0.1714 0.5618 1.1148
O 1.993 -0.572 3.703 0.0441 -0.3567 0.0557
C 1.689 0.806 3.845 -0.0780 -1.0365 -0.0953
C 0.183 0.905 4.137 -0.5613 0.3268 -0.1421
C -0.354 0.340 5.480 1.2695 0.5335 0.0342
N -0.590 0.139 3.157 -0.3640 -0.1705 -0.1685
H 3.435 -1.896 3.320 0.1756 -0.2422 -0.2718
H 4.068 -0.320 3.836 -0.4020 -0.2329 -0.2867
H 3.422 -0.486 2.191 -0.0183 -0.0367 -0.3772
H 2.340 1.199 4.614 0.0666 0.4883 0.5359
H 1.966 1.272 2.899 -0.3301 0.5026 -0.1815
H -0.092 1.982 4.086 0.0104 -0.6558 -0.2139
H 0.096 -0.634 5.618 -0.1297 -0.5163 0.0359
H -1.426 0.248 5.340 -0.0395 0.0188 0.3881
H -0.084 0.908 6.390 -0.2152 0.0486 -0.5404
H -0.666 0.469 2.209 0.4527 0.5754 -0.0471
H -0.299 -0.834 3.128 0.1553 0.2252 0.1283
C 0.932 -3.113 1.625 0.5558 -0.3066 1.0732
O 1.370 -4.366 1.136 0.0816 0.5902 -0.8098
C 2.044 -4.125 -0.090 0.3502 0.0140 -1.2367
C 2.893 -5.335 -0.449 -0.8155 -0.8523 -0.9175
C 3.830 -5.577 0.685 -0.1845 -0.9467 0.1573
N 3.630 -5.234 -1.734 -0.6929 0.9765 -0.1872
H 0.113 -2.672 1.072 -0.3479 -0.0474 -0.3653
H 1.768 -2.415 1.596 -0.0245 0.1625 0.0653
H 0.662 -3.249 2.675 -0.1937 0.0066 -0.1260
H 1.356 -3.866 -0.922 0.0971 -0.1679 0.6221
H 2.763 -3.289 0.015 -0.2747 0.0679 0.1273
H 2.181 -6.193 -0.610 0.6776 0.6289 0.2931
H 4.607 -6.231 0.308 0.4491 -0.0359 0.3298
H 3.314 -6.077 1.498 0.1124 0.1327 0.3343
H 4.203 -4.614 0.993 0.5709 0.2062 0.3979
H 4.361 -4.523 -1.800 -0.4632 0.2138 0.5407
H 4.113 -6.095 -1.883 0.0792 -0.6781 -0.1111
C 1.214 -0.155 -0.059 0.1864 -0.6637 -1.2645
C -0.061 0.465 -0.600 -0.5227 0.5296 -0.5374
C -1.332 -0.359 -0.366 0.8633 -0.9495 -0.5604
O -0.170 1.742 -0.036 -0.2091 0.9537 0.5098
H 1.312 -1.094 -0.616 0.2974 -0.1414 0.1689
H 1.199 -0.416 0.996 -0.2092 0.3355 0.1468
H 2.109 0.446 -0.303 -0.5182 -0.0477 0.2266
H -0.017 0.649 -1.695 0.4548 -0.6725 0.2579
H -1.178 -1.340 -0.878 -0.1093 0.5160 0.8221
H -2.218 0.024 -0.849 -0.0890 0.5755 -0.2904
H -1.580 -0.434 0.691 0.1385 -0.3468 0.1773
H -0.769 2.278 -0.595 -0.1190 0.2839 0.5329
```
Positions in Å, forces in eV/Å.

Values from the calculation:
Charge: 0
Gap between HOMO and LUMO in eV: 9.104
2S+1: 1
ΔE to the lowest compared entry with this formula, charge and spin in eV: 0.000
HOMO in Eh: -0.316